# 1
{"formula": "C21H27N3O3", "method": "the ωB97M-V functional and the def2-TZVPD basis", "symbols": ["C", "C", "C", "N", "C", "C", "C", "N", "C", "C", "C", "C", "C", "O", "C", "C", "C", "C", "C", "C", "O", "C", "O", "C", "C", "C", "N", "H", "H", "H", "H", "H", "H", "H", "H", "H", "H", "H", "H", "H", "H", "H", "H", "H", "H", "H", "H", "H", "H", "H", "H", "H", "H", "H"], "positions_angstrom": [[5.639, -1.730, -3.438], [5.576, -2.590, -2.183], [5.060, -1.794, -0.979], [3.694, -1.385, -1.157], [2.589, -2.148, -1.061], [1.507, -1.348, -1.370], [0.061, -1.741, -1.368], [-0.595, -1.699, -0.067], [-0.017, -2.612, 0.901], [-0.924, -2.706, 2.125], [-1.120, -1.327, 2.742], [-1.665, -0.377, 1.676], [-1.792, 1.037, 2.209], [-1.043, 1.454, 3.067], [-2.853, 1.906, 1.636], [-3.580, 1.586, 0.492], [-4.562, 2.433, -0.011], [-4.801, 3.602, 0.672], [-4.075, 3.935, 1.821], [-3.100, 3.114, 2.314], [-4.514, 5.142, 2.294], [-5.535, 5.558, 1.415], [-5.704, 4.586, 0.402], [-0.690, -0.364, 0.485], [2.080, -0.086, -1.647], [1.402, 1.176, -2.049], [3.395, -0.140, -1.518], [4.662, -1.305, -3.656], [6.341, -0.911, -3.301], [5.958, -2.322, -4.291], [4.918, -3.444, -2.354], [6.570, -2.973, -1.944], [5.649, -0.883, -0.854], [5.134, -2.400, -0.070], [2.640, -3.184, -0.789], [-0.500, -1.080, -2.035], [-0.037, -2.766, -1.739], [0.075, -3.594, 0.431], [0.989, -2.284, 1.219], [-0.484, -3.389, 2.853], [-1.891, -3.108, 1.817], [-1.813, -1.379, 3.584], [-0.170, -0.939, 3.113], [-2.632, -0.749, 1.332], [-3.384, 0.670, -0.040], [-5.120, 2.185, -0.899], [-2.529, 3.360, 3.194], [-6.479, 5.676, 1.971], [-5.261, 6.522, 0.957], [-1.058, 0.308, -0.294], [0.286, 0.014, 0.836], [2.142, 1.868, -2.441], [0.912, 1.642, -1.194], [0.649, 0.982, -2.811]], "smiles": "CCCn1cc(CN2CCC[C@@H](C(=O)c3ccc4c(c3)OCO4)C2)c(C)n1", "energy_ev": -32827.5204, "total_charge": 0, "gap_ev": 8.906, "lumo_energy_ev": 0.529, "homo_ev": -8.38}

# 2
{"formula": "C21H27N3O5S", "method": "the ωB97M-V functional and the def2-TZVPD basis", "symbols": ["C", "O", "C", "C", "O", "C", "O", "C", "C", "C", "N", "C", "S", "C", "C", "O", "N", "C", "C", "C", "C", "C", "C", "N", "C", "C", "C", "C", "C", "O", "H", "H", "H", "H", "H", "H", "H", "H", "H", "H", "H", "H", "H", "H", "H", "H", "H", "H", "H", "H", "H", "H", "H", "H", "H", "H", "H"], "positions_angstrom": [[-5.702, -3.283, 0.490], [-5.488, -2.039, -0.131], [-5.914, -0.923, 0.608], [-5.021, -0.582, 1.809], [-3.701, -0.274, 1.392], [-3.457, 1.004, 1.039], [-4.298, 1.872, 1.140], [-2.086, 1.175, 0.555], [-1.524, 2.384, 0.315], [-2.175, 3.717, 0.461], [-0.205, 2.449, -0.084], [0.655, 1.400, 0.082], [2.369, 1.842, 0.012], [3.043, 0.632, -1.189], [4.446, 0.188, -0.760], [5.427, 0.611, -1.335], [4.446, -0.666, 0.270], [5.645, -1.249, 0.878], [5.170, -2.131, 2.031], [6.388, -2.086, -0.165], [6.544, -0.126, 1.400], [0.171, 0.167, 0.366], [1.011, -0.883, 0.726], [1.733, -1.729, 1.029], [-1.311, -0.090, 0.214], [-1.619, -0.469, -1.209], [-2.641, -1.190, -1.750], [-2.444, -1.154, -3.153], [-1.322, -0.417, -3.359], [-0.813, 0.009, -2.187], [-5.469, -4.039, -0.257], [-6.746, -3.391, 0.805], [-5.050, -3.429, 1.358], [-5.893, -0.085, -0.093], [-6.943, -1.067, 0.970], [-5.452, 0.276, 2.336], [-4.926, -1.431, 2.489], [-1.613, 4.334, 1.162], [-2.188, 4.223, -0.504], [-3.194, 3.605, 0.812], [0.201, 3.356, -0.260], [2.354, -0.206, -1.249], [3.112, 1.144, -2.148], [3.564, -1.011, 0.629], [6.020, -2.605, 2.513], [4.639, -1.537, 2.771], [4.500, -2.907, 1.666], [7.277, -2.531, 0.274], [5.746, -2.881, -0.539], [6.686, -1.455, -0.998], [7.427, -0.545, 1.875], [6.854, 0.510, 0.577], [6.007, 0.479, 2.127], [-1.624, -0.908, 0.867], [-3.439, -1.670, -1.223], [-3.057, -1.617, -3.899], [-0.796, -0.134, -4.249]], "smiles": "COCCOC(=O)C1=C(C)NC(SCC(=O)NC(C)(C)C)=C(C#N)[C@@H]1c1ccco1", "energy_ev": -47757.8471, "total_charge": 0, "gap_ev": 8.481, "lumo_energy_ev": -0.044, "homo_ev": -8.53}

# 3
{"formula": "C21H27N5O11P2Re", "method": "the ωB97M-V functional and the def2-TZVPD basis", "symbols": ["Re", "C", "O", "C", "C", "C", "C", "C", "C", "N", "N", "C", "O", "C", "C", "C", "C", "C", "C", "C", "O", "H", "H", "H", "H", "H", "H", "H", "H", "H", "H", "H", "H", "N", "C", "C", "P", "O", "O", "O", "P", "O", "O", "O", "H", "H", "H", "H", "H", "H", "H", "H", "C", "C", "N", "O", "C", "C", "N", "O", "H", "H", "H", "H", "H", "H", "H"], "positions_angstrom": [[-0.073, -0.350, -0.163], [4.323, 1.138, -0.916], [4.002, 0.941, -2.295], [2.826, 1.393, -2.807], [2.934, 1.972, -4.058], [1.826, 2.427, -4.767], [0.585, 2.275, -4.202], [0.449, 1.647, -2.955], [-0.895, 1.485, -2.469], [-1.227, 0.751, -1.482], [-2.594, 0.837, -1.120], [-2.731, 0.389, 0.079], [-1.680, 0.025, 0.819], [-4.056, 0.342, 0.725], [-5.205, 0.608, -0.013], [-6.445, 0.558, 0.599], [-6.547, 0.245, 1.949], [-5.402, -0.025, 2.684], [-4.158, 0.020, 2.072], [1.556, 1.216, -2.214], [1.465, 0.596, -1.015], [5.403, 1.278, -0.883], [3.822, 2.012, -0.506], [4.064, 0.262, -0.328], [3.931, 2.062, -4.469], [1.949, 2.888, -5.737], [-0.308, 2.610, -4.714], [-1.703, 2.019, -2.961], [-5.112, 0.844, -1.065], [-7.338, 0.761, 0.022], [-7.518, 0.206, 2.425], [-5.478, -0.276, 3.735], [-3.260, -0.209, 2.628], [0.311, 0.627, 3.770], [1.656, 0.828, 3.058], [2.700, 1.279, 4.069], [1.949, -0.914, 2.490], [3.335, -0.903, 1.714], [1.977, -1.708, 3.738], [0.828, -1.196, 1.511], [1.300, 2.128, 1.791], [0.504, 3.120, 2.819], [2.503, 2.794, 1.274], [0.225, 1.501, 0.932], [0.386, -0.202, 4.371], [-0.413, 0.461, 3.059], [0.058, 1.472, 4.284], [2.939, 0.483, 4.774], [2.362, 2.164, 4.610], [3.598, 1.562, 3.521], [4.042, -1.243, 2.274], [0.548, 4.032, 2.519], [1.444, -4.053, -2.094], [0.636, -2.936, -1.520], [1.123, -1.774, -1.221], [2.482, -1.673, -1.420], [-0.746, -3.063, -1.257], [-1.562, -4.264, -1.593], [-1.280, -1.998, -0.670], [-2.518, -2.014, -0.395], [2.505, -3.883, -1.957], [1.243, -4.148, -3.164], [1.158, -4.992, -1.620], [2.625, -0.722, -1.242], [-1.379, -4.592, -2.617], [-2.613, -4.020, -1.477], [-1.328, -5.098, -0.926]], "energy_ev": -72899.7892, "total_charge": 0, "gap_ev": [7.546, 7.084], "spin_multiplicity": 2, "lumo_energy_ev": [-0.009, -0.395], "homo_ev": [-7.55, -7.48]}

# 4
{"formula": "C21H27N6O7Re", "method": "the ωB97M-V functional and the def2-TZVPD basis", "symbols": ["Re", "O", "C", "C", "C", "C", "C", "C", "C", "O", "N", "N", "C", "C", "C", "C", "C", "C", "C", "O", "H", "H", "H", "H", "H", "H", "H", "H", "H", "H", "N", "C", "C", "C", "C", "N", "C", "N", "N", "C", "O", "O", "H", "H", "H", "H", "H", "H", "H", "H", "H", "H", "H", "H", "H", "H", "C", "O", "H", "H", "H", "O"], "positions_angstrom": [[0.497, 0.239, -0.008], [-2.591, -0.194, 3.357], [-3.535, -0.808, 2.612], [-4.620, -1.373, 3.286], [-5.625, -2.007, 2.583], [-5.564, -2.087, 1.194], [-4.488, -1.530, 0.529], [-3.455, -0.893, 1.215], [-2.314, -0.283, 0.476], [-1.326, 0.253, 1.170], [-2.315, -0.352, -0.802], [-1.145, 0.262, -1.305], [-1.417, 1.317, -2.124], [-0.530, 2.415, -2.278], [-0.498, 3.189, -3.460], [0.314, 4.300, -3.581], [1.134, 4.677, -2.517], [1.117, 3.946, -1.335], [0.293, 2.834, -1.180], [0.204, 2.226, 0.002], [-1.882, 0.087, 2.735], [-4.644, -1.295, 4.365], [-6.460, -2.443, 3.118], [-6.352, -2.578, 0.637], [-4.415, -1.574, -0.549], [-2.374, 1.287, -2.634], [-1.134, 2.890, -4.287], [0.317, 4.870, -4.503], [1.781, 5.542, -2.608], [1.725, 4.233, -0.486], [1.133, -0.363, -2.180], [0.963, -1.795, -2.434], [1.996, -2.404, -3.383], [3.477, -2.194, -3.054], [4.156, -3.091, -2.013], [3.721, -2.995, -0.620], [3.754, -1.862, 0.103], [4.471, -0.796, -0.256], [3.071, -1.805, 1.252], [0.841, -2.573, -1.120], [1.008, -3.797, -1.129], [0.596, -1.883, -0.077], [0.573, 0.202, -2.814], [2.088, -0.032, -2.177], [-0.021, -1.915, -2.898], [1.832, -1.968, -4.374], [1.771, -3.468, -3.470], [3.676, -1.141, -2.857], [4.025, -2.399, -3.983], [5.239, -2.933, -2.057], [3.998, -4.129, -2.305], [2.990, -3.645, -0.358], [4.969, -0.885, -1.127], [3.843, 0.104, -0.174], [2.284, -2.439, 1.291], [2.760, -0.852, 1.533], [0.444, -0.555, 2.945], [1.191, -0.062, 1.869], [-0.116, 0.237, 3.451], [1.140, -0.978, 3.680], [-0.264, -1.340, 2.659], [2.256, 0.639, -0.227]], "energy_ev": -47620.7386, "total_charge": -1, "gap_ev": [4.545, 7.052], "spin_multiplicity": 4, "lumo_energy_ev": [2.402, 2.398], "homo_ev": [-2.14, -4.65]}